(1)
This record from the OMol25 dataset describes a structure of composition F10K2N5Na2O20S10 in a non-equilibrium geometry. The level of theory is ωB97M-V/def2-TZVPD.

Computed properties:
multiplicity: 1
charge: -1
gap between HOMO and LUMO: 5.33 eV
energy above the lowest of the compared OMol25 structures with the same formula, charge and spin: 0.0 kJ/mol

Each line ends with the Mulliken charge.
CARTESIAN COORDINATES (ANGSTROEM)
Na: 2.63890 -0.65008 -2.32293  0.972
Na: 2.16750 -1.65028 0.62456  0.991
K: -2.87728 -0.15954 2.52214  0.941
K: -2.97414 1.06869 -3.71584  0.959
N: 0.67066 3.89497 4.34227  -0.405
S: -0.08389 5.33371 4.45671  1.133
O: -1.51372 5.24835 4.41891  -0.587
O: 0.64478 6.38030 3.85084  -0.545
F: 0.11755 5.57272 6.02514  -0.288
S: 0.01224 3.24501 3.03683  1.130
O: -0.15705 4.00829 1.85882  -0.487
O: -0.95562 2.25086 3.42217  -0.545
F: 1.29336 2.32294 2.67471  -0.312
N: 1.50392 -6.56379 0.47963  -0.345
S: 3.08154 -6.45964 0.92094  1.068
O: 3.39420 -5.36527 1.78271  -0.572
O: 4.05474 -6.91634 -0.01748  -0.577
F: 3.06742 -7.72143 1.89752  -0.280
S: 1.42482 -5.45685 -0.65000  0.939
O: 1.88212 -5.85779 -1.94031  -0.581
O: 1.82833 -4.14288 -0.21771  -0.468
F: -0.12268 -5.33766 -0.80057  -0.161
N: 0.57622 -0.47628 -0.90734  -0.388
S: 0.04520 1.04215 -0.92602  0.895
O: -0.53603 1.47700 0.28736  -0.428
O: -0.41060 1.59922 -2.15273  -0.573
F: 1.54365 1.60836 -0.91310  -0.262
S: -0.87909 -1.20421 -1.03478  0.717
O: -1.50991 -0.94179 -2.28579  -0.502
O: -1.57089 -1.32517 0.18565  -0.348
F: -0.38139 -2.64224 -1.37598  -0.150
N: 2.30090 6.15635 -2.72460  -0.274
S: 2.71195 4.93398 -1.82849  1.052
O: 2.81315 5.15559 -0.42863  -0.519
O: 3.61235 4.00766 -2.45337  -0.642
F: 1.28778 4.16921 -2.01323  -0.233
S: 3.33402 7.29663 -2.24384  1.072
O: 4.71835 7.02231 -2.46308  -0.579
O: 2.92872 8.13047 -1.16644  -0.549
F: 3.02346 8.25025 -3.51864  -0.321
N: -5.38693 -3.99775 0.18696  -0.411
S: -3.98224 -3.32179 -0.05494  1.053
O: -3.93119 -2.43639 -1.17350  -0.525
O: -2.84083 -4.07210 0.33274  -0.457
F: -4.04589 -2.26025 1.20300  -0.304
S: -5.44487 -5.00329 -1.08933  1.100
O: -4.41108 -5.96501 -1.21397  -0.533
O: -5.96753 -4.37700 -2.25951  -0.599
F: -6.69499 -5.87022 -0.61746  -0.272

(2)
This record from the OMol25 dataset describes a cluster of 6 separate species, C30H45B2F20NO17S in total in a non-equilibrium geometry. The level of theory is ωB97M-V/def2-TZVPD.

Computed properties:
multiplicity: 1
gap between HOMO and LUMO: 9.79 eV

Each line ends with the Mulliken charge.
CARTESIAN COORDINATES (ANGSTROEM)
C: -5.68784 -3.47557 2.19959  -0.935
C: -4.88395 -3.56332 0.81508  -0.077
B: -3.84334 -2.31371 0.58828  0.179
O: -4.28527 -1.34650 -0.40404  -0.572
C: -2.40251 -2.19634 1.38172  0.002
C: -1.77650 -3.69625 1.34398  -1.477
C: -1.55316 -4.27195 -0.11890  0.468
C: 0.00934 -4.72539 -0.19967  -0.865
O: -2.30733 -5.49967 -0.37852  -0.562
O: -2.55831 -1.92568 2.80376  -0.227
C: -3.48027 -0.84415 3.05780  -0.096
C: -3.07185 -0.25260 4.51429  -0.393
N: -3.68709 1.08902 4.77231  -0.397
B: -2.61085 2.12126 4.97100  0.491
O: -1.63039 2.10616 6.01882  -0.498
O: -2.54765 3.18994 3.99154  -0.524
S: -1.25700 -0.90087 0.71485  1.449
O: -0.44698 -1.35889 -0.48699  -0.497
O: -1.93525 0.37356 0.27963  -0.661
C: 0.05420 -0.33344 1.96863  0.511
F: -0.45596 0.59464 2.89385  -0.218
F: 0.98594 0.39366 1.17821  -0.175
C: 0.88725 -1.52365 2.62802  0.381
F: 2.06169 -0.93195 3.16770  -0.274
F: 1.36683 -2.42770 1.65694  -0.171
F: 0.26245 -2.15534 3.69700  -0.148
H: -6.56024 -4.20283 2.16468  0.408
H: -5.02176 -3.80209 3.07240  0.189
H: -6.13572 -2.43744 2.39958  0.249
H: -4.37465 -4.57737 0.78098  0.208
H: -5.67469 -3.54006 -0.01924  0.240
H: -4.91920 -0.71579 -0.00814  0.304
H: -2.50151 -4.39397 1.89895  0.510
H: -0.82259 -3.69561 1.95979  0.514
H: -1.68974 -3.53564 -0.97125  0.211
H: 0.17703 -5.57549 -0.93670  0.399
H: 0.43477 -4.99535 0.81673  0.227
H: 0.60581 -3.83020 -0.58125  0.043
H: -1.96527 -5.90737 -1.19588  0.366
H: -4.57116 -1.18226 3.19550  -0.151
H: -3.41249 0.03741 2.34493  0.330
H: -3.56664 -0.97517 5.26249  0.134
H: -1.95645 -0.31677 4.71875  0.271
H: -4.12657 1.00520 5.71002  0.293
H: -0.75822 2.32713 5.63111  0.291
H: -1.73058 2.98525 3.47470  0.259
C: 0.49935 0.23638 -2.98692  -0.727
C: 1.96292 -0.13922 -2.87612  0.301
O: 2.60931 -0.05567 -4.15835  -0.329
C: 2.98856 1.17658 -4.54008  0.325
O: 2.81499 2.16968 -3.88674  -0.480
C: 3.70060 1.12224 -5.88787  0.842
F: 3.05638 0.34707 -6.78335  -0.246
F: 4.94716 0.62076 -5.77660  -0.269
F: 3.82758 2.33153 -6.45740  -0.261
H: 0.00268 -0.37440 -3.74511  0.338
H: -0.00709 0.09615 -2.03124  -0.096
H: 0.38108 1.27912 -3.29098  0.371
H: 2.05120 -1.17628 -2.54699  0.270
H: 2.48324 0.47763 -2.13882  -0.072
C: 3.86573 3.02756 -1.43282  -1.083
C: 4.22234 2.92292 0.03745  -0.111
O: 5.63803 2.73509 0.20362  -0.381
C: 6.39075 3.84818 0.13613  0.406
O: 5.95510 4.95157 -0.05384  -0.524
C: 7.85918 3.51215 0.37639  0.865
F: 8.26017 2.42643 -0.31314  -0.244
F: 8.10575 3.25281 1.67638  -0.254
F: 8.68319 4.51198 0.02239  -0.241
H: 4.24023 2.16111 -1.98025  0.291
H: 2.78486 3.08964 -1.56433  0.431
H: 4.31977 3.91095 -1.88695  0.359
H: 3.73553 2.04687 0.47085  0.221
H: 3.87662 3.79394 0.60021  0.291
C: -1.63288 -2.67686 9.53084  -1.060
C: -2.57285 -3.82693 9.83498  -0.198
O: -3.81066 -3.67401 9.12217  -0.327
C: -3.80070 -4.06812 7.83541  0.413
O: -2.84131 -4.52069 7.27207  -0.514
C: -5.18395 -3.89659 7.21590  0.845
F: -5.74191 -2.70710 7.51495  -0.256
F: -6.04594 -4.83871 7.64483  -0.272
F: -5.16415 -3.97850 5.87492  -0.218
H: -2.11863 -1.72002 9.73684  0.297
H: -0.72573 -2.75096 10.13333  0.374
H: -1.34761 -2.66899 8.47662  0.282
H: -2.82141 -3.82627 10.89775  0.319
H: -2.11362 -4.79343 9.61237  0.303
C: 2.29271 8.26643 -1.01556  -1.074
C: 1.75865 8.14413 0.39802  -0.193
O: 0.42765 7.60300 0.39399  -0.320
C: 0.33807 6.26531 0.28112  0.312
O: 1.28219 5.52933 0.18238  -0.491
C: -1.12027 5.82171 0.33916  0.952
F: -1.92214 6.58244 -0.43052  -0.261
F: -1.61276 5.89095 1.59192  -0.270
F: -1.29126 4.55441 -0.07041  -0.224
H: 1.60651 8.84858 -1.63543  0.325
H: 3.27059 8.75131 -1.01741  0.378
H: 2.39274 7.28569 -1.48549  0.253
H: 1.69261 9.13445 0.85221  0.315
H: 2.41973 7.54412 1.02862  0.299
C: 3.67306 -0.78568 -9.92965  -1.102
C: 2.72477 -1.93226 -9.64025  -0.202
O: 1.49744 -1.77416 -10.36981  -0.326
C: 1.52347 -2.16704 -11.65707  0.356
O: 2.48883 -2.62249 -12.20754  -0.503
C: 0.14914 -1.99011 -12.29493  0.886
F: -0.40683 -0.79874 -12.00126  -0.244
F: -0.72006 -2.93197 -11.87680  -0.249
F: 0.18674 -2.07132 -13.63483  -0.243
H: 3.18822 0.17267 -9.72918  0.279
H: 4.57149 -0.86389 -9.31464  0.339
H: 3.97306 -0.77726 -10.97979  0.394
H: 2.46188 -1.93183 -8.58080  0.313
H: 3.18359 -2.90024 -9.85756  0.312

(3)
This record from the OMol25 dataset describes a structure of composition C19H21AlFN4O8. The level of theory is ωB97M-V/def2-TZVPD.

Computed properties:
multiplicity: 1
charge: -1
gap between HOMO and LUMO: 4.46 eV

Each line ends with the Mulliken charge.
CARTESIAN COORDINATES (ANGSTROEM)
N: 4.98845 -0.98701 2.78696  -0.484
Al: 3.39676 -0.74487 3.72420  0.099
F: 2.65720 0.73527 3.26667  -0.435
C: 2.06691 -2.25010 3.35188  -0.386
O: 0.67162 -1.82655 3.31039  -0.301
O: 0.52416 -1.07446 2.09574  -0.371
H: 5.20910 -1.96487 2.61941  0.175
H: 5.02812 -0.54123 1.87624  0.186
H: 3.67053 -0.71339 5.34512  -0.266
H: 2.05653 -2.98132 4.17462  0.234
H: 2.25250 -2.82832 2.43380  0.258
H: 0.40117 -0.18064 2.44639  0.313
C: -5.10682 0.05525 2.28063  -0.537
C: -3.98014 -0.00639 3.08770  -0.440
C: -2.89627 0.82638 2.84506  -0.324
C: -2.97900 1.71352 1.78928  0.153
C: -4.09104 1.79652 0.96880  -0.479
C: -5.15928 0.95263 1.22155  -0.340
N: -1.83922 2.61052 1.51381  1.063
O: -0.86247 2.51380 2.21999  -0.595
O: -1.95569 3.39641 0.58979  -0.639
H: -5.94651 -0.60189 2.46401  0.409
H: -3.93023 -0.71349 3.90443  0.395
H: -2.00594 0.77359 3.45438  0.462
H: -4.09966 2.50431 0.15382  0.448
H: -6.03643 0.99013 0.58860  0.427
C: 9.47435 2.14276 -2.74019  -0.436
C: 8.86812 2.83618 -1.70107  -0.382
C: 7.84152 2.24999 -0.97635  -0.353
C: 7.44770 0.96983 -1.31704  0.068
C: 8.03354 0.25727 -2.34601  -0.409
C: 9.05768 0.85787 -3.06235  -0.347
N: 6.35416 0.33630 -0.54175  1.049
O: 5.84823 0.99646 0.33505  -0.588
O: 6.04752 -0.79997 -0.84128  -0.611
H: 10.27659 2.60535 -3.30070  0.363
H: 9.19445 3.83675 -1.45034  0.355
H: 7.34734 2.75767 -0.16126  0.467
H: 7.68484 -0.74059 -2.56601  0.448
H: 9.53111 0.31882 -3.87231  0.355
C: -6.00040 -1.17236 -4.55783  -0.437
C: -7.36613 -1.40610 -4.46044  -0.360
C: -7.95270 -1.60124 -3.21991  -0.451
C: -7.14152 -1.55528 -2.10094  0.152
C: -5.77860 -1.32548 -2.16824  -0.293
C: -5.20916 -1.13302 -3.41749  -0.506
N: -7.75476 -1.75077 -0.77076  0.988
O: -8.94973 -1.95826 -0.71704  -0.616
O: -7.01505 -1.68464 0.18884  -0.576
H: -5.54925 -1.01904 -5.52943  0.378
H: -7.97829 -1.43605 -5.35180  0.363
H: -9.01060 -1.78541 -3.10829  0.451
H: -5.18952 -1.29882 -1.26316  0.511
H: -4.14576 -0.95202 -3.49520  0.392

(4)
This record from the OMol25 dataset describes a cluster of 2 separate species, C3H8N4 in total in a non-equilibrium geometry. The level of theory is ωB97M-V/def2-TZVPD.

Computed properties:
multiplicity: 1
gap between HOMO and LUMO: 10.37 eV
energy above the lowest of the compared OMol25 structures with the same formula, charge and spin: 158.2 kJ/mol

Each line ends with the Mulliken charge.
CARTESIAN COORDINATES (ANGSTROEM)
C: 0.20590 0.83187 0.46598  -0.765
C: -1.46288 -1.07911 0.25373  -0.027
C: -2.11811 0.80651 -0.47467  -0.059
H: 0.52801 1.57485 -0.28390  0.379
H: 0.97700 0.06575 0.52663  0.044
H: 0.11177 1.36508 1.42350  0.317
H: -0.81400 -1.89742 0.57037  0.365
H: -2.11004 1.85502 -0.74016  0.396
H: 2.86379 0.06834 0.34472  0.322
H: 2.11224 -0.77360 -0.85606  0.288
H: 3.49674 -1.36541 -0.14311  0.259
N: -1.02695 0.18853 0.04244  0.076
N: -2.71490 -1.20590 -0.04991  -0.422
N: -3.15325 0.01130 -0.50277  -0.443
N: 3.10467 -0.44581 -0.57681  -0.728